1.
# C3H8O2

A 2-piece molecular cluster, C3H8O2 overall in a non-equilibrium geometry (ωB97M-V/def2-TZVPD, OMol25).

Values from the calculation:
HOMO energy in eV: -9.8
Kohn-Sham gap in eV: 10.8
DFT total energy in eV: -7334.3398
Lowest unoccupied orbital energy in eV: 1.0
SMILES: CC=O.CO

```
13
Properties=species:S:1:pos:R:3:forces:R:3:lowdin_charge:R:1
O 0.797366 -0.181868 -1.002595 0.341 -0.011 -1.109 0.033
H -0.244769 -1.991476 0.495496 -0.179 1.064 0.071 0.067
O 0.403821 2.020724 0.937917 -0.158 0.125 0.668 -0.128
C -0.994642 2.280716 0.959778 0.549 0.620 0.552 -0.162
H -1.575925 1.382796 0.839352 -0.132 -0.583 0.074 0.062
H 1.454477 -1.718063 -2.161965 -0.014 0.025 -0.331 0.113
C 0.299703 -2.353648 -0.356717 -0.490 -1.933 -0.365 -0.066
H -1.421107 3.008684 0.271221 0.580 0.163 -0.470 0.072
C 0.885149 -1.350155 -1.301347 -0.458 0.744 2.066 -0.293
H 0.883275 2.173305 0.130757 -0.446 -0.011 -0.716 0.056
H -1.142869 2.720302 1.949883 -0.400 -0.292 -0.004 0.076
H -0.427605 -3.025142 -0.877772 0.809 0.199 0.171 0.088
H 1.083128 -2.966178 0.115994 -0.001 -0.110 -0.607 0.082
```
Forces are in eV/Å.

2.
# C3H8O2

One molecule with the formula C3H8O2 in a non-equilibrium geometry (ωB97M-V/def2-TZVPD, OMol25).

Values from the calculation:
HOMO energy in eV: -10.1
Kohn-Sham gap in eV: 10.9
DFT total energy in eV: -7335.3009
Lowest unoccupied orbital energy in eV: 0.7
SMILES: C[C@@H](O)CO

```
13
Properties=species:S:1:pos:R:3:forces:R:3:lowdin_charge:R:1
H 0.975212 0.505780 1.397902 -0.347 -0.176 -0.336 0.148
C -0.958350 -0.067058 0.605238 -0.649 -0.231 0.704 -0.212
H 2.281334 -0.284394 -0.575496 0.160 -0.117 0.228 0.072
H -2.533243 0.077141 -0.622030 0.100 -0.015 0.184 0.093
O -1.579644 -0.019634 -0.695793 0.232 0.028 0.421 -0.074
O 0.491502 1.600096 -0.247328 -0.389 -0.319 -0.347 -0.056
H -1.437988 0.625787 1.340823 0.179 -0.373 -0.730 0.132
H 0.840968 -0.788413 -1.407970 0.024 -0.166 0.626 0.085
H -1.015122 -1.088315 1.023209 -0.045 0.276 -0.183 0.122
C 1.286598 -0.686997 -0.397355 -0.277 -0.361 -0.130 -0.053
C 0.485166 0.336185 0.420965 0.546 0.223 -0.340 -0.437
H 1.347959 -1.689397 0.106700 -0.047 0.916 -0.490 0.093
H -0.184395 1.479221 -0.948868 0.513 0.315 0.393 0.089
```
Forces are in eV/Å.

3.
# C3H8O2

One molecule with the formula C3H8O2 in a non-equilibrium geometry (ωB97M-V/def2-TZVPD, OMol25).

Values from the calculation:
HOMO energy in eV: -9.9
Kohn-Sham gap in eV: 10.9
DFT total energy in eV: -7333.8778
Lowest unoccupied orbital energy in eV: 1.0
SMILES: COCCO

```
13
Properties=species:S:1:pos:R:3:forces:R:3:lowdin_charge:R:1
C 1.522364 -0.429419 0.506676 1.997 -0.681 0.838 -0.138
C -0.464351 -0.448742 -0.755051 -0.960 0.963 -1.265 -0.184
C -1.382933 0.471334 0.168968 1.517 -2.346 0.450 -0.260
H -2.445990 0.476035 -0.069574 0.096 -0.312 -0.280 0.111
H -0.001342 1.605691 -0.430205 0.103 0.304 0.216 0.071
H 2.684495 -0.337187 0.269937 -2.460 -0.226 0.863 0.126
H 1.245234 -1.532880 0.610398 0.667 1.224 0.492 0.092
O 0.900216 -0.026284 -0.683495 -0.639 0.965 0.067 -0.263
H -1.267791 -0.023524 1.189707 -0.149 1.310 -0.538 0.118
H -0.811388 -0.135316 -1.818303 0.788 -1.349 1.470 0.153
O -0.864642 1.746778 -0.011487 -0.139 0.631 0.435 -0.066
H -0.379242 -1.525245 -0.479745 -1.123 0.518 -0.581 0.117
H 1.265369 0.158758 1.502175 0.302 -0.999 -2.167 0.123
```
Forces are in eV/Å.

4.
# C3H8O2

C3H8O2 as an isolated structure in a non-equilibrium geometry (ωB97M-V/def2-TZVPD, OMol25).

Values from the calculation:
HOMO energy in eV: -7.1
Kohn-Sham gap in eV: 2.4
DFT total energy in eV: -7328.4448
Lowest unoccupied orbital energy in eV: -4.6

```
13
Properties=species:S:1:pos:R:3:forces:R:3:lowdin_charge:R:1
H -0.108303 0.884697 -4.682207 -0.311 -0.335 -1.216 -0.035
H -0.988085 -1.195481 0.200898 0.689 0.259 -0.324 0.094
H 0.192717 -0.341882 3.717752 -0.142 -0.216 0.228 0.087
H -1.457123 -0.663422 1.865001 0.063 0.630 -0.270 0.089
H 1.672827 -1.473648 3.620683 0.149 0.096 0.089 0.081
H -0.230013 1.592229 -3.345381 0.631 -0.331 0.451 -0.078
H -0.513387 3.016164 -2.214678 -0.291 -0.561 -0.546 -0.026
H 1.325897 -1.758824 1.275842 -0.299 -0.355 -0.091 0.115
O -1.022457 2.331948 -2.696160 0.038 0.615 0.739 -0.271
C 0.505304 -1.323111 1.840483 1.548 0.388 -0.356 -0.190
O 0.465482 0.902501 -3.931971 -0.049 0.439 0.849 -0.210
C 0.800128 -1.041970 3.159311 -0.668 0.171 -0.818 0.161
C -0.642988 -0.929201 1.190428 -1.359 -0.799 1.264 0.184
```
Forces are in eV/Å.

> Look up the lowest unoccupied orbital energy of the fourth one.

-4.6 eV